Formula: C3H12NS2
Source: the Open Molecules 2025 dataset
Level of theory: ωB97M-V/def2-TZVPD

The geometry in XYZ format:
```
18
Properties=species:S:1:pos:R:3:lowdin_charge:R:1
S 2.4827 2.1708 -1.3654 0.250
S 0.4648 2.7415 -1.3573 0.274
H 2.4287 2.0149 -2.7332 -0.156
H -0.0401 1.4895 -1.4652 -0.238
C -0.2499 -0.5161 1.2442 -0.159
C -0.6220 -0.5783 -0.2501 -0.291
C -1.0601 -2.0017 -0.6122 -0.119
N 0.3767 0.8148 1.6032 0.183
H -1.1825 -0.6466 1.8612 0.154
H 0.4903 -1.2845 1.5049 0.138
H 0.3049 -0.3788 -0.9050 0.113
H -1.4768 0.1506 -0.4615 0.132
H -0.2546 -2.7374 -0.2999 0.095
H -2.0146 -2.3489 -0.0531 0.111
H -1.2636 -2.2414 -1.6779 0.088
H 1.2531 0.8487 1.0795 0.122
H -0.1898 1.5981 1.2806 0.127
H 0.5530 0.9049 2.6072 0.177
```

frontier orbital gap = 0.3550 Eh
ΔE to the lowest compared entry with this formula, charge and spin = 66.5 kJ/mol
charge = +1
lowest unoccupied orbital energy = -3.5 eV
electronic energy = -972.364421 hartree


Formula: C3H12O2S
Source: the Open Molecules 2025 dataset
Level of theory: ωB97M-V/def2-TZVPD

The geometry in XYZ format:
```
18
Properties=species:S:1:pos:R:3:lowdin_charge:R:1
C -2.5959 -0.0604 0.3969 -0.152
C -2.0883 1.1547 1.1939 -0.539
S -1.0043 2.3294 0.2635 0.743
C 0.2167 1.1421 -0.3961 -0.422
H -1.9621 -0.1749 -0.4781 0.039
H -2.3739 -0.9662 0.9625 0.060
H -3.6250 0.0822 0.0827 0.069
H -2.8978 1.7729 1.5742 0.055
H -1.4548 0.8407 2.0211 0.055
H -0.0752 0.9330 -1.4229 0.023
H 0.1916 0.2225 0.1916 0.029
H 1.2160 1.5671 -0.3659 0.024
O 6.0124 -2.6225 -1.6598 -0.072
H 6.1358 -1.6935 -1.8863 0.031
H 5.2206 -2.8906 -2.1641 0.042
O -0.5318 -2.8782 0.1985 -0.057
H -0.7603 -3.7766 0.4556 0.037
H 0.4085 -2.8875 -0.0105 0.036
```

frontier orbital gap = 0.3154 Eh
ΔE to the lowest compared entry with this formula, charge and spin = 64.1 kJ/mol
structure (SMILES) = CCSC.O.O
lowest unoccupied orbital energy = 0.3 eV
electronic energy = -670.139242 hartree


Formula: C3H12O2S2
Source: the Open Molecules 2025 dataset
Level of theory: ωB97M-V/def2-TZVPD

The geometry in XYZ format:
```
19
Properties=species:S:1:pos:R:3:lowdin_charge:R:1
C 0.8178 0.9246 -2.0610 -0.185
C 0.7123 0.6411 -0.6063 -0.699
S -0.7972 1.1480 0.2104 0.536
S -1.1091 -0.6022 1.3632 0.487
C -2.5066 0.0702 2.3824 -0.422
H 0.5667 1.9338 -2.3321 0.063
H 0.3182 0.1552 -2.7496 0.094
H 1.8501 0.8347 -2.3471 0.066
H 0.9906 -0.3846 -0.3828 0.051
H 1.6220 1.1432 -0.1565 0.072
H -2.2697 0.3505 3.3497 0.006
H -3.1521 0.7110 1.7526 0.044
H -3.0181 -0.8513 2.4770 -0.003
O -1.0220 -2.0366 -1.7727 -0.116
H -1.5051 -1.6219 -2.5298 0.054
H -1.1809 -1.5052 -0.9413 -0.042
O 3.5034 -0.5871 1.4466 -0.073
H 2.7549 -0.5298 2.0425 0.023
H 3.4246 0.2061 0.8546 0.044
```

frontier orbital gap = 0.3135 Eh
ΔE to the lowest compared entry with this formula, charge and spin = 132.7 kJ/mol
structure (SMILES) = CCSSC.O.O
lowest unoccupied orbital energy = 0.2 eV
electronic energy = -1068.313659 hartree


Formula: C3H12O2S2
Source: the Open Molecules 2025 dataset
Level of theory: ωB97M-V/def2-TZVPD

The geometry in XYZ format:
```
19
Properties=species:S:1:pos:R:3:lowdin_charge:R:1
C 0.2055 -1.1219 -1.7708 -0.146
C -0.5849 -1.2519 -0.4614 -0.503
S 0.5867 -1.7819 0.8156 0.750
S 0.9941 -0.1262 1.8838 0.687
C 1.6674 1.1233 0.7527 -0.345
H 0.5850 -2.0909 -2.0890 0.089
H 1.0777 -0.4684 -1.6894 0.069
H -0.3063 -0.6238 -2.5724 0.070
H -1.1906 -0.3775 -0.2357 0.068
H -1.2445 -2.1155 -0.5781 0.093
H 1.0375 1.2914 -0.1150 0.037
H 1.8660 2.0165 1.3405 0.063
H 2.6186 0.6880 0.4441 0.061
H -1.5948 0.9531 -2.1828 -0.013
H -1.7537 2.5510 -2.2523 0.025
O -1.4868 1.7485 -2.6940 -0.038
H -1.3375 2.1974 -0.1009 0.016
H -2.6795 1.9991 0.6981 0.055
O -2.2927 2.3036 -0.1264 -0.038
```

multiplicity = 2
frontier orbital gap (alpha / beta) = 0.3675 / 0.2244 Eh
ΔE to the lowest compared entry with this formula, charge and spin = 63.3 kJ/mol
charge = +1
<S²> = 0.7553
lowest unoccupied orbital energy (alpha / beta) = -4.4 / -8.3 eV
electronic energy = -1068.023033 hartree


Formula: C3H12O3
Source: the Open Molecules 2025 dataset
Level of theory: ωB97M-V/def2-TZVPD

The geometry in XYZ format:
```
18
Properties=species:S:1:pos:R:3:lowdin_charge:R:1
C 0.3266 0.9783 -1.9971 -0.051
C 0.6789 0.8011 -0.5367 -0.520
C -0.5071 0.3886 0.3203 -0.065
O 1.7546 -0.0781 -0.2794 -0.042
H 0.2450 0.0279 -2.5101 0.082
H -0.6351 1.4931 -2.0158 0.083
H 1.0455 1.6388 -2.4525 0.077
H 0.9765 1.7945 -0.1664 0.132
H -1.2414 1.2056 0.2991 0.078
H -1.0420 -0.4767 -0.0826 0.081
H -0.2637 0.2270 1.3647 0.074
H 2.2215 -0.2529 -1.1034 0.080
O -3.9811 1.4747 4.5285 -0.061
H -4.3707 0.9300 3.8372 0.030
H -3.0917 1.6620 4.2049 0.031
O 2.0565 -3.0344 -2.3406 -0.071
H 1.5734 -2.5360 -1.6596 0.022
H 1.8925 -3.9542 -2.0863 0.039
```

frontier orbital gap = 0.4027 Eh
ΔE to the lowest compared entry with this formula, charge and spin = 20.1 kJ/mol
structure (SMILES) = CC(C)O.O.O
lowest unoccupied orbital energy = 0.6 eV
electronic energy = -347.200918 hartree


Formula: C3H12O3S
Source: the Open Molecules 2025 dataset
Level of theory: ωB97M-V/def2-TZVPD

The geometry in XYZ format:
```
19
Properties=species:S:1:pos:R:3:lowdin_charge:R:1
O -0.0464 -1.5781 1.1868 -0.102
C 0.0064 -0.1614 1.4574 -0.243
C -0.9983 0.5877 0.5698 -0.246
C -0.4743 1.8758 -0.0327 -0.597
S -1.6585 3.2161 -0.3444 0.687
H 0.4359 -1.6216 0.3476 0.022
H -0.1641 -0.0339 2.5232 0.115
H 1.0315 0.1670 1.2623 0.096
H -1.3385 -0.1033 -0.2007 0.102
H -1.8691 0.8264 1.1897 0.102
H 0.1747 1.7067 -0.8935 0.071
H 0.1894 2.3530 0.7035 0.063
H -2.5800 2.5119 -1.0198 -0.151
O -0.2240 -2.0742 -1.5764 -0.034
H -0.7301 -2.7021 -1.0598 0.052
H 0.5746 -2.5075 -1.8253 0.022
O 2.3324 -0.7196 -1.0891 -0.055
H 2.8240 -0.1470 -0.4782 0.051
H 2.5146 -1.5959 -0.7204 0.043
```

frontier orbital gap = 0.3395 Eh
ΔE to the lowest compared entry with this formula, charge and spin = 60.9 kJ/mol
structure (SMILES) = OCCCS.O.O
lowest unoccupied orbital energy = 0.3 eV
electronic energy = -745.377428 hartree


Formula: C3H12O4
Source: the Open Molecules 2025 dataset
Level of theory: ωB97M-V/def2-TZVPD

The geometry in XYZ format:
```
19
Properties=species:S:1:pos:R:3:lowdin_charge:R:1
C -1.4437 -1.0903 0.6854 -0.097
C -1.6130 -0.6269 -0.7697 -0.212
C -0.3321 -0.1918 -1.4157 -0.270
O -0.1504 0.9196 -1.8424 0.034
H -0.7554 -1.9419 0.7017 0.055
H -0.9448 -0.3272 1.2815 0.062
H -2.3465 -1.4140 1.1939 0.074
H -2.4314 0.0948 -0.8862 0.109
H -2.0742 -1.4613 -1.3150 0.114
H 0.4727 -0.9402 -1.4608 0.128
O 1.8458 0.7240 0.8215 -0.052
H 2.6226 1.1268 1.2124 0.052
H 1.1428 1.3664 1.0070 0.012
O 1.5023 -2.1947 0.9685 -0.067
H 1.6059 -1.2268 0.9856 -0.003
H 2.2569 -2.5540 1.4104 0.022
O -0.5036 2.3615 0.6670 -0.054
H -1.3825 1.9870 0.5567 0.043
H -0.1917 2.5562 -0.2340 0.050
```

frontier orbital gap = 0.3886 Eh
ΔE to the lowest compared entry with this formula, charge and spin = 23.8 kJ/mol
structure (SMILES) = CCC=O.O.O.O
lowest unoccupied orbital energy = 0.7 eV
electronic energy = -422.452427 hartree